# C39H49N6O

A cluster of 4 separate species, C39H49N6O in total in a non-equilibrium geometry (the ωB97M-V functional and the def2-TZVPD basis, the Open Molecules 2025 dataset).

Structure (XYZ):
```
95
Properties=species:S:1:pos:R:3:lowdin_charge:R:1
C 3.186 -1.751 0.679 -0.06
C 2.292 -2.423 -0.317 -0.56
C 2.085 -3.946 0.106 -0.05
O 1.096 -1.662 -0.352 -0.38
H 3.950 -2.491 0.959 0.11
H 2.597 -1.556 1.582 0.07
H 3.626 -0.799 0.436 0.06
H 2.841 -2.501 -1.290 0.12
H 2.236 -4.103 1.164 0.07
H 2.849 -4.594 -0.374 0.10
H 1.090 -4.307 -0.156 0.05
C -7.426 -7.057 0.861 0.07
N -6.182 -6.534 0.251 -0.06
C -6.163 -5.402 -0.445 0.02
C -5.016 -4.973 -1.070 0.06
C -3.848 -5.726 -0.848 -0.11
C -3.866 -6.922 -0.130 0.05
C -5.068 -7.296 0.392 0.03
C -2.502 -5.326 -1.434 -0.13
C -1.746 -6.148 -2.251 0.03
C -0.612 -5.706 -2.833 0.05
N -0.137 -4.441 -2.505 -0.05
C -0.756 -3.626 -1.631 0.01
C -2.064 -4.029 -1.179 0.05
C 1.235 -4.073 -3.035 0.06
H -7.167 -7.653 1.722 0.11
H -7.945 -7.620 0.096 0.13
H -8.061 -6.219 1.132 0.12
H -7.093 -4.872 -0.554 0.16
H -5.024 -4.109 -1.705 0.14
H -2.995 -7.564 -0.067 0.15
H -5.170 -8.245 0.885 0.16
H -2.099 -7.153 -2.424 0.15
H 0.053 -6.348 -3.392 0.16
H -0.233 -2.710 -1.264 0.11
H -2.630 -3.370 -0.491 0.13
H 1.338 -4.487 -4.040 0.12
H 2.014 -4.542 -2.441 0.09
H 1.370 -2.980 -3.001 0.09
C 1.935 -0.330 -2.686 0.01
N 2.157 1.027 -2.192 -0.06
C 2.214 2.007 -3.086 0.04
C 2.471 3.329 -2.685 0.07
C 2.696 3.577 -1.344 -0.13
C 2.616 2.532 -0.431 0.03
C 2.351 1.239 -0.846 0.05
C 3.021 4.961 -0.852 -0.10
C 2.703 5.373 0.461 0.03
C 2.966 6.663 0.848 0.01
N 3.413 7.587 -0.026 -0.07
C 3.788 7.187 -1.266 0.07
C 3.665 5.866 -1.692 0.07
C 3.675 8.938 0.461 0.06
H 1.014 -0.294 -3.263 0.12
H 1.765 -1.013 -1.844 0.03
H 2.795 -0.558 -3.322 0.13
H 2.021 1.752 -4.121 0.17
H 2.606 4.081 -3.442 0.13
H 2.921 2.722 0.604 0.14
H 2.178 0.387 -0.195 0.10
H 2.308 4.625 1.151 0.12
H 2.768 6.935 1.872 0.15
H 4.263 7.972 -1.819 0.16
H 4.051 5.682 -2.692 0.15
H 3.038 9.106 1.312 0.11
H 3.474 9.664 -0.305 0.12
H 4.712 9.021 0.743 0.13
C 0.170 -2.573 2.433 0.06
N -0.122 -1.125 2.303 -0.05
C -0.650 -0.621 1.207 -0.04
C -0.831 0.725 0.999 0.05
C -0.404 1.598 2.041 -0.10
C 0.249 1.081 3.167 0.04
C 0.365 -0.308 3.288 0.06
C -0.733 3.091 2.053 -0.10
C -0.725 3.837 3.229 0.06
C -1.112 5.175 3.193 0.05
N -1.448 5.762 2.029 -0.06
C -1.323 5.080 0.864 0.01
C -1.005 3.751 0.841 0.03
C -1.848 7.192 1.975 0.06
H 0.983 -2.778 1.770 0.04
H -0.729 -3.126 2.120 0.12
H 0.414 -2.820 3.448 0.11
H -0.956 -1.336 0.433 0.13
H -1.294 1.069 0.080 0.13
H 0.632 1.663 3.995 0.13
H 0.817 -0.771 4.163 0.16
H -0.555 3.359 4.175 0.13
H -1.221 5.819 4.061 0.17
H -1.632 5.598 -0.035 0.16
H -0.921 3.152 -0.041 0.11
H -1.244 7.818 2.633 0.12
H -2.874 7.293 2.171 0.11
H -1.641 7.622 1.025 0.10
```

The value obtained for the largest force on an atom is 2.7 eV/A. Its spin multiplicity is 1. The gap between HOMO and LUMO is 5.92 eV. The total energy comes out at -1917.40409 hartree. As for the net charge: +5.